Record 1
{
  "formula": "C39H58BrFGdN13OPSSi",
  "method": "ωB97M-V/def2-TZVPD",
  "symbols": ["Gd", "N", "C", "N", "N", "N", "N", "C", "N", "N", "N", "N", "H", "S", "C", "C", "C", "C", "C", "C", "C", "C", "C", "N", "H", "H", "H", "H", "H", "H", "F", "C", "N", "C", "N", "C", "N", "C", "P", "C", "C", "H", "H", "H", "H", "H", "H", "H", "H", "H", "H", "H", "H", "C", "C", "C", "C", "Si", "Br", "C", "C", "C", "C", "C", "C", "C", "C", "H", "H", "H", "H", "H", "H", "H", "H", "H", "H", "H", "H", "H", "H", "H", "H", "H", "H", "H", "H", "H", "H", "H", "H", "H", "H", "H", "C", "C", "C", "C", "C", "C", "C", "O", "C", "C", "C", "H", "H", "H", "H", "H", "H", "H", "H", "H", "H", "H", "H"],
  "xyz": [[-0.021, 0.585, -1.564], [-2.015, 0.505, -4.962], [-1.805, 1.714, -4.362], [-2.107, 2.896, -4.909], [-1.738, 3.786, -4.003], [-1.245, 3.187, -2.969], [-1.264, 1.864, -3.147], [-1.525, -0.669, -4.458], [-1.655, -1.844, -5.073], [-1.075, -2.710, -4.253], [-0.619, -2.114, -3.209], [-0.880, -0.795, -3.284], [-2.394, 0.493, -5.895], [4.836, -0.843, -1.333], [3.998, -1.710, -0.115], [2.653, -1.501, -0.142], [2.188, -0.602, -1.153], [3.265, -0.168, -1.878], [3.251, 0.713, -3.005], [4.389, 0.900, -3.806], [4.333, 1.755, -4.880], [3.138, 2.416, -5.142], [2.060, 2.178, -4.307], [2.095, 1.353, -3.270], [4.561, -2.346, 0.548], [2.000, -1.993, 0.564], [5.292, 0.362, -3.559], [5.203, 1.907, -5.507], [3.055, 3.097, -5.974], [1.119, 2.691, -4.476], [-1.548, 1.198, -0.327], [0.002, 6.384, -0.458], [0.099, 5.302, 0.505], [1.454, 5.246, 1.016], [2.477, 5.131, -0.014], [2.304, 6.223, -0.958], [0.976, 6.297, -1.532], [0.696, 5.177, -2.411], [0.707, 3.501, -1.561], [-0.302, 4.039, -0.087], [2.370, 3.851, -0.704], [0.169, 7.326, 0.077], [-1.000, 6.379, -0.896], [1.548, 4.398, 1.702], [1.647, 6.175, 1.568], [3.034, 6.101, -1.767], [2.503, 7.165, -0.433], [1.448, 5.178, -3.209], [-0.285, 5.322, -2.868], [-0.211, 3.251, 0.662], [-1.349, 4.094, -0.401], [3.162, 3.808, -1.467], [2.566, 3.055, 0.023], [-3.635, -2.858, -2.131], [-3.938, -3.347, -0.711], [-4.739, -4.653, -0.798], [-4.846, -2.284, -0.084], [-2.283, -3.584, 0.305], [-0.891, -1.687, 0.021], [-2.524, -3.480, 2.265], [-3.520, -4.522, 2.783], [-1.178, -3.704, 2.964], [-3.009, -2.096, 2.717], [-1.165, -5.085, -0.298], [-1.580, -6.397, 0.383], [-1.251, -5.289, -1.815], [0.318, -4.830, -0.002], [-4.570, -2.724, -2.676], [-3.019, -3.548, -2.696], [-3.128, -1.895, -2.100], [-5.671, -4.467, -1.332], [-4.984, -5.036, 0.190], [-4.194, -5.422, -1.339], [-5.693, -2.106, -0.748], [-4.313, -1.346, 0.039], [-5.242, -2.608, 0.874], [-3.215, -5.529, 2.520], [-4.513, -4.348, 2.378], [-3.584, -4.458, 3.868], [-0.797, -4.705, 2.793], [-1.296, -3.568, 4.039], [-0.454, -2.978, 2.606], [-4.030, -1.900, 2.413], [-2.374, -1.315, 2.315], [-2.969, -2.041, 3.805], [-2.641, -6.595, 0.254], [-1.357, -6.378, 1.446], [-1.026, -7.225, -0.058], [-2.245, -5.589, -2.132], [-0.564, -6.084, -2.104], [-0.960, -4.390, -2.352], [0.502, -4.620, 1.046], [0.674, -3.992, -0.592], [0.895, -5.711, -0.283], [1.953, 2.388, 7.196], [1.897, 1.950, 5.765], [0.719, 1.991, 5.038], [0.667, 1.632, 3.694], [-0.652, 1.708, 3.006], [1.855, 1.227, 3.050], [1.935, 1.014, 1.611], [1.053, 1.164, 0.781], [3.041, 1.097, 3.811], [4.321, 0.568, 3.233], [3.043, 1.468, 5.142], [1.096, 3.007, 7.448], [2.864, 2.956, 7.381], [1.957, 1.521, 7.859], [-0.190, 2.315, 5.524], [-1.454, 1.516, 3.714], [-0.728, 1.015, 2.174], [-0.805, 2.711, 2.609], [2.944, 0.731, 1.267], [4.172, -0.394, 2.747], [5.059, 0.440, 4.024], [4.736, 1.261, 2.501], [3.959, 1.398, 5.713]],
  "s_squared": 16.031,
  "spin_multiplicity": 8,
  "homo_lumo_gap_ev": [6.709, 5.905],
  "total_charge": -1,
  "e_above_lowest_kcal_mol": 0.0
}

Record 2
{
  "formula": "C3H3NO2",
  "method": "ωB97M-V/def2-TZVPD",
  "symbols": ["C", "O", "C", "O", "C", "N", "H", "H", "H"],
  "xyz": [[-1.124, -0.337, 0.181], [-0.481, 0.786, -0.459], [0.843, 0.917, -0.539], [1.400, 1.825, -1.085], [1.527, -0.203, 0.148], [1.721, -1.168, 0.753], [-0.418, -1.036, 0.638], [-1.774, 0.070, 0.954], [-1.693, -0.855, -0.590]],
  "homo_lumo_gap_ev": 11.844,
  "e_above_lowest_kcal_mol": 40.2,
  "smiles": "COC(=O)C#N"
}

Record 3
{
  "formula": "C4H8INO4",
  "method": "ωB97M-V/def2-TZVPD",
  "symbols": ["C", "C", "C", "C", "N", "O", "O", "O", "O", "I", "H", "H", "H", "H", "H", "H", "H", "H"],
  "xyz": [[0.283, -0.377, -1.406], [-0.709, -0.031, 2.010], [0.203, 0.826, -0.422], [-0.797, 0.567, 0.660], [-3.281, -1.604, -0.584], [-4.123, -2.106, -1.268], [-2.342, -2.108, -0.031], [-1.759, -0.883, 2.402], [-0.193, 2.047, -1.104], [-2.750, 0.947, 0.085], [0.284, -1.228, -0.749], [-0.414, -0.283, -2.186], [1.155, -0.268, -2.030], [0.208, -0.534, 2.007], [-0.617, 0.630, 2.896], [1.083, 0.852, 0.159], [-2.334, -1.168, 1.697], [-0.794, 1.825, -1.839]],
  "homo_lumo_gap_ev": [6.410, 8.619],
  "e_above_lowest_kcal_mol": 92.1
}

Record 4
{
  "formula": "C5H10O2",
  "method": "ωB97M-V/def2-TZVPD",
  "symbols": ["C", "C", "C", "O", "C", "C", "H", "H", "H", "H", "H", "H", "H", "H", "H", "H", "O"],
  "xyz": [[-1.614, -0.736, 2.143], [1.889, 1.745, -0.042], [1.048, 0.707, -0.167], [1.374, -0.423, -0.879], [-0.236, 0.613, 0.534], [-0.761, -0.543, 0.930], [-2.241, 0.135, 2.328], [-0.940, -0.959, 2.974], [-2.267, -1.608, 2.037], [2.714, 1.935, -0.714], [1.794, 2.341, 0.853], [2.276, -0.278, -1.187], [-0.559, 1.551, 0.978], [-0.289, -1.454, 0.576], [-1.104, -1.326, -4.082], [-0.166, -1.024, -2.897], [-0.919, -0.677, -3.388]],
  "homo_lumo_gap_ev": 9.056,
  "e_above_lowest_kcal_mol": 57.8,
  "smiles": "C=C(O)/C=C/C.O"
}

Record 5
{
  "formula": "C2H2AuF2O2",
  "method": "ωB97M-V/def2-TZVPD",
  "symbols": ["F", "H", "O", "O", "C", "C", "F", "H", "Au"],
  "xyz": [[-0.985, 0.978, 0.461], [1.841, -0.678, -0.810], [0.572, -1.198, 0.697], [-1.750, -0.229, 0.904], [0.969, -0.435, -0.180], [-0.006, 0.561, -0.754], [0.541, 1.672, -1.130], [-0.766, 0.139, -1.425], [-0.414, -0.811, 2.236]],
  "s_squared": 2.014,
  "spin_multiplicity": 3,
  "homo_lumo_gap_ev": [9.758, 6.847],
  "total_charge": 3,
  "e_above_lowest_kcal_mol": 0.0
}

Record 6
{
  "formula": "C33H28F5IN10OS2Tc",
  "method": "ωB97M-V/def2-TZVPD",
  "symbols": ["Tc", "C", "C", "C", "C", "N", "C", "N", "C", "N", "C", "N", "C", "C", "C", "C", "C", "N", "C", "C", "C", "C", "C", "C", "H", "H", "H", "H", "H", "H", "H", "H", "H", "H", "H", "H", "N", "C", "N", "S", "H", "H", "H", "H", "F", "C", "C", "C", "F", "C", "F", "C", "F", "C", "F", "N", "C", "O", "C", "I", "H", "H", "H", "H", "C", "C", "C", "C", "N", "C", "S", "N", "C", "H", "H", "H", "H", "H", "H", "H", "H"],
  "xyz": [[-0.393, -1.032, -0.272], [0.867, 1.792, -3.236], [-0.199, 1.901, -4.129], [-1.367, 1.227, -3.863], [-1.489, 0.444, -2.714], [-0.428, 0.316, -1.868], [0.717, 0.993, -2.138], [-2.733, -0.113, -2.495], [-3.107, -0.527, -1.346], [-2.310, -0.609, -0.210], [-3.126, -0.624, 0.920], [-2.771, -0.332, 2.108], [-1.534, 0.246, 2.380], [-1.407, 0.870, 3.618], [-0.246, 1.546, 3.941], [0.790, 1.592, 3.018], [0.621, 0.940, 1.821], [-0.504, 0.269, 1.501], [-4.501, -0.889, 0.458], [-5.673, -1.097, 1.156], [-6.837, -1.269, 0.412], [-6.825, -1.196, -0.978], [-5.644, -0.959, -1.676], [-4.489, -0.825, -0.936], [1.801, 2.309, -3.404], [-0.109, 2.513, -5.017], [-2.226, 1.284, -4.515], [1.526, 0.856, -1.436], [-2.257, 0.829, 4.285], [-0.149, 2.033, 4.902], [1.718, 2.109, 3.216], [1.419, 0.934, 1.089], [-5.685, -1.120, 2.238], [-7.772, -1.454, 0.926], [-7.752, -1.309, -1.525], [-5.627, -0.874, -2.755], [-2.421, -3.417, 2.340], [-1.164, -3.164, 2.645], [-0.767, -3.238, 3.910], [0.045, -2.790, 1.470], [-3.101, -3.659, 3.044], [-2.706, -3.439, 1.375], [-1.365, -3.605, 4.635], [0.207, -3.092, 4.118], [-2.608, -3.422, -0.510], [-1.862, -3.389, -1.641], [-0.786, -2.517, -1.741], [-0.095, -2.601, -2.944], [0.988, -1.827, -3.160], [-0.454, -3.445, -3.978], [0.252, -3.466, -5.101], [-1.556, -4.270, -3.834], [-1.928, -5.067, -4.816], [-2.265, -4.243, -2.645], [-3.320, -5.030, -2.477], [3.725, -1.582, -1.344], [2.605, -2.069, -0.860], [1.680, -1.279, -0.529], [2.502, -3.557, -0.743], [3.625, -4.225, 0.950], [3.864, -0.585, -1.398], [4.502, -2.182, -1.571], [2.947, -4.053, -1.599], [1.474, -3.871, -0.604], [6.324, -2.192, 5.655], [5.925, -0.995, 4.855], [6.327, 0.277, 5.114], [5.869, 1.308, 4.266], [5.015, 1.088, 3.279], [4.590, -0.167, 3.029], [3.491, -0.541, 1.808], [5.086, -1.187, 3.807], [6.333, 2.715, 4.460], [7.199, -1.972, 6.261], [6.542, -3.045, 5.011], [5.512, -2.476, 6.328], [6.998, 0.485, 5.934], [4.822, -2.124, 3.541], [7.249, 2.760, 5.045], [5.561, 3.280, 4.988], [6.478, 3.191, 3.493]],
  "s_squared": 3.777,
  "spin_multiplicity": 4,
  "homo_lumo_gap_ev": [6.650, 5.526],
  "total_charge": 2,
  "e_above_lowest_kcal_mol": 0.0
}

Record 7
{
  "formula": "C6H15N",
  "method": "ωB97M-V/def2-TZVPD",
  "symbols": ["C", "C", "C", "C", "H", "H", "H", "H", "H", "H", "H", "H", "H", "H", "C", "C", "N", "H", "H", "H", "H", "H"],
  "xyz": [[1.990, -0.826, 0.090], [-0.204, 0.648, -0.420], [2.476, -0.693, 1.510], [-0.281, 0.298, -1.890], [2.421, -0.101, -0.594], [2.154, -1.819, -0.337], [0.562, 1.368, -0.143], [0.718, -0.460, 0.135], [3.567, -0.702, 1.550], [-0.206, -0.781, -2.026], [-1.231, 0.628, -2.304], [2.113, -1.505, 2.138], [2.132, 0.241, 1.952], [0.530, 0.776, -2.452], [-2.537, -0.482, 0.165], [-1.571, 0.619, 0.535], [-1.666, 1.818, -0.143], [-1.347, 2.608, 0.414], [-1.254, 0.608, 1.582], [-2.081, -1.462, 0.316], [-2.858, -0.381, -0.870], [-3.426, -0.401, 0.794]],
  "homo_lumo_gap_ev": 9.007,
  "e_above_lowest_kcal_mol": 95.7
}

Record 8
{
  "formula": "C3H10N4",
  "method": "ωB97M-V/def2-TZVPD",
  "symbols": ["C", "C", "C", "N", "N", "N", "N", "H", "H", "H", "H", "H", "H", "H", "H", "H", "H"],
  "xyz": [[-1.432, -0.148, -1.257], [-1.364, -0.304, 1.197], [1.681, 1.507, -0.054], [-0.938, -0.795, -0.078], [1.177, -1.867, 0.371], [1.776, -0.808, 0.040], [1.079, 0.198, -0.244], [1.761, -2.682, 0.159], [-0.916, -0.558, -2.127], [-1.321, 0.944, -1.259], [-2.439, -0.527, 1.304], [-1.206, 0.773, 1.340], [-0.839, -0.858, 1.977], [-2.496, -0.419, -1.358], [1.495, 1.867, 0.964], [2.760, 1.473, -0.220], [1.225, 2.206, -0.755]],
  "homo_lumo_gap_ev": [8.486, 7.790],
  "e_above_lowest_kcal_mol": 130.9
}

The calculated total energy results, record by record, are as follows: -6776.7278; -321.3136; -810.3837; -346.9333; -561.3355; -3570.9598; -292.2165; -339.1194 a.u..